This record from the OMol25 dataset describes a molecular structure, C66H52CrF10O4Pd in a non-equilibrium geometry. The level of theory is ωB97M-V/def2-TZVPD.

Computed properties:
**Net charge**: +2
**Calculated total energy**: -136529.829 eV
**2S+1**: 7

Geometry as XYZ:
```
134
C66H52CrF10O4Pd (ωB97M-V/def2-TZVPD)
Pd 0.5062 0.3782 4.8010
Cr -1.0476 -1.4769 -2.8851
C -1.5959 0.0028 0.9681
C -1.2404 -0.5817 -0.2939
C 0.3231 -0.9700 -0.4865
O 0.6416 -1.3031 -1.6107
C 1.2459 -0.8278 0.6731
C 0.7391 -0.3331 1.8220
C -0.7115 0.1318 1.9635
O -1.1110 0.6727 3.1142
O 1.6191 -0.2421 2.7905
O -2.0103 -0.7664 -1.2710
H -2.6197 0.3449 1.0030
H 2.2553 -1.2056 0.6043
F 0.6331 -2.3392 -4.1382
C 1.6232 -2.1658 -5.0467
C 1.3102 -2.2102 -6.3743
C 2.1844 -1.9056 -7.3735
C 3.4868 -1.5883 -6.9985
C 3.8915 -1.6971 -5.6624
C 2.9492 -2.0796 -4.6665
H 0.2971 -2.5206 -6.5832
H 1.6995 -1.9209 -8.3384
H 4.2160 -1.3495 -7.7584
H 4.9403 -1.5527 -5.4487
H 3.2239 -2.1363 -3.6236
F 0.1198 0.0868 -3.8485
C 0.6935 1.1197 -4.5652
C 2.0268 1.3425 -4.3887
C 2.6779 2.2940 -5.0939
C 1.9968 3.0334 -6.0766
C 0.6645 2.7676 -6.3423
C -0.0053 1.7675 -5.6101
H 2.5308 0.8398 -3.5764
H 3.7077 2.5857 -4.9493
H 2.5231 3.8643 -6.5227
H 0.0452 3.4358 -6.9222
H -1.0471 1.4990 -5.7044
F 0.9539 2.5434 3.8709
C 0.6719 3.8441 3.4548
C -0.6528 4.2997 3.4728
C -0.9684 5.6055 3.0070
C 0.0519 6.3365 2.3582
C 1.3255 5.7792 2.2051
C 1.6337 4.6180 2.8368
H -1.3581 3.6112 3.9143
H -2.0013 5.9203 3.0277
H -0.0974 7.3418 1.9930
H 2.1347 6.3827 1.8212
H 2.6644 4.2954 2.8262
F -0.8576 -3.4296 -1.8305
C -1.3926 -4.1838 -0.8950
C -2.7164 -4.6466 -0.9588
C -3.2479 -5.4141 0.0620
C -2.5878 -5.5906 1.2364
C -1.2703 -5.0820 1.3412
C -0.7138 -4.3644 0.2864
H -3.2329 -4.4294 -1.8822
H -4.2634 -5.7734 -0.0156
H -3.1160 -6.0708 2.0469
H -0.7371 -5.1801 2.2753
H 0.2981 -3.9920 0.3470
F 6.2765 -3.4066 1.6057
C 5.0287 -3.9765 1.7946
C 4.9418 -5.2828 2.2492
C 3.6210 -5.8357 2.5477
C 2.5009 -5.0572 2.3804
C 2.6152 -3.7247 1.9194
C 3.8871 -3.1833 1.5909
H 5.7978 -5.9252 2.3944
H 3.5168 -6.8042 3.0142
H 1.5212 -5.4648 2.5816
H 1.7174 -3.1244 1.9227
H 3.9855 -2.1242 1.4041
F 6.4206 3.9585 3.4659
C 6.1825 2.7448 3.0095
C 5.0988 2.4589 2.2032
C 4.7345 1.1065 1.9313
C 5.6685 0.0914 2.3407
C 6.8011 0.4074 3.0775
C 7.0723 1.7222 3.3938
H 4.4074 3.2330 1.9047
H 3.7637 0.8912 1.5100
H 5.4916 -0.9606 2.1723
H 7.4696 -0.4118 3.2980
H 7.9503 1.9482 3.9808
F -3.3268 -3.0487 5.2581
C -3.8955 -3.1470 4.0327
C -3.4985 -2.2637 2.9939
C -4.0424 -2.4650 1.7147
C -5.1177 -3.3825 1.5997
C -5.6630 -4.0655 2.7039
C -5.0277 -3.9328 3.9584
H -2.8195 -1.4567 3.2265
H -3.7854 -1.7854 0.9156
H -5.5348 -3.6055 0.6288
H -6.6027 -4.5794 2.5648
H -5.3482 -4.4243 4.8650
F -6.7198 2.8138 -0.5092
C -6.5224 1.5970 -1.1356
C -7.2966 1.2953 -2.2265
C -7.0820 0.1013 -2.8616
C -6.1301 -0.8396 -2.3978
C -5.3440 -0.5438 -1.2792
C -5.5512 0.7059 -0.6670
H -8.0538 1.9599 -2.6156
H -7.7161 -0.0668 -3.7196
H -5.8666 -1.6975 -2.9986
H -4.5037 -1.1951 -1.0895
H -4.8668 1.0270 0.1043
F -6.2650 5.7299 2.2160
C -5.4960 4.7308 2.6891
C -5.3935 4.5399 4.0802
C -4.5731 3.5284 4.5753
C -3.9668 2.6004 3.6604
C -4.2279 2.7246 2.3315
C -4.9770 3.7848 1.7878
H -6.0332 5.2056 4.6407
H -4.6187 3.3222 5.6344
H -3.4467 1.7236 4.0172
H -3.8066 2.0283 1.6216
H -5.0663 3.9308 0.7215
F 2.0749 4.1522 -0.8836
C 3.0274 3.2823 -1.3512
C 4.1593 3.7562 -2.0177
C 5.1098 2.8365 -2.4897
C 4.9694 1.4563 -2.1926
C 3.8186 0.9367 -1.5349
C 2.8712 1.8998 -1.1327
H 4.2454 4.8123 -2.2266
H 6.0018 3.2058 -2.9737
H 5.7705 0.7476 -2.3419
H 3.7580 -0.1239 -1.3402
H 2.0061 1.4926 -0.6306
```

Atom charges from the Löwdin analysis, given in e for atoms 1 to 4: atom 1 (Pd): 0.835, atom 2 (Cr): 1.154, atom 3 (C): 0.060, atom 4 (C): -0.221